[1]
The following is a DFT calculation (wB97M-V/def2-TZVPD) of 2 unconnected molecules or ions with the total composition C3H8O2.

Output
SMILES = C=C(C)O.O
Energy above the lowest of the compared OMol25 structures with the same formula, charge and spin = 51.21 kcal/mol
Total energy = -269.51328 hartree
LUMO energy = 0.804 eV

Last columns: bonded neighbours and bond lengths (Å).
Element x y z (Å)
1 C -0.22 0.61 -0.60  C2 1.385, H5 1.072, H6 1.178
2 C -1.46 1.09 -0.20  C1 1.385, O3 1.368, C4 1.497
3 O -1.91 0.74 1.05  C2 1.368, H7 0.992
4 C -2.34 2.13 -0.82  C2 1.497, H8 1.037, H9 1.087, H10 1.112
5 H 0.26 1.12 -1.40  C1 1.072
6 H 0.15 -0.48 -0.34  C1 1.178
7 H -1.49 -0.13 1.29  O3 0.992
8 H -3.34 1.96 -0.61  C4 1.037
9 H -2.15 2.20 -1.89  C4 1.087
10 H -2.10 3.11 -0.36  C4 1.112
11 H 5.26 -4.17 0.69  O13 0.966
12 H 4.83 -3.72 1.96  O13 1.080
13 O 4.51 -4.46 1.23  H11 0.966, H12 1.080

***

[2]
The following is a DFT calculation (wB97M-V/def2-TZVPD) of 2 unconnected molecules or ions with the total composition C4H10OSi.

Output
Energy above the lowest of the compared OMol25 structures with the same formula, charge and spin = 105.07 kcal/mol
Total energy = -522.98196 hartree
LUMO energy = -0.422 eV

Last columns: bonded neighbours and bond lengths (Å).
Element x y z (Å)
1 C 1.57 0.57 1.11  C2 1.341, H7 1.094, H8 1.076
2 C 0.48 -0.22 1.10  C1 1.341, C3 1.544, O5 1.305
3 C 0.30 -1.63 1.71  C2 1.544, H9 1.045, H10 1.063, H11 1.146
4 C -0.32 1.42 -0.90  Si6 1.884, H12 1.053, H13 1.140
5 O -0.69 0.08 0.62  C2 1.305
6 Si -1.38 0.39 -2.06  C4 1.884, H14 1.548, H15 1.450, H16 1.451
7 H 1.62 1.60 0.74  C1 1.094
8 H 2.45 0.15 1.56  C1 1.076
9 H 1.15 -1.96 2.21  C3 1.045
10 H -0.46 -1.77 2.43  C3 1.063
11 H 0.13 -2.30 0.79  C3 1.146
12 H 0.72 1.38 -1.11  C4 1.053
13 H -0.89 2.27 -0.41  C4 1.140
14 H -0.48 -0.85 -2.32  Si6 1.548
15 H -1.46 1.14 -3.30  Si6 1.450
16 H -2.63 0.05 -1.40  Si6 1.451

***

[3]
The following is a DFT calculation (wB97M-V/def2-TZVPD) of a single C7H6O molecule.

Output
SMILES = C#CC1=COCC=C1
Energy above the lowest of the compared OMol25 structures with the same formula, charge and spin = 52.37 kcal/mol
Total energy = -345.44175 hartree
LUMO energy = 0.580 eV

Last columns: bonded neighbours and bond lengths (Å).
Element x y z (Å)
1 C 2.54 -1.76 1.40  C2 1.195, H8 1.058
2 C 1.61 -1.28 0.83  C1 1.195, C3 1.481
3 C 0.45 -0.61 0.19  C2 1.481, C4 1.430, C7 1.404
4 C 0.70 -0.01 -1.09  C3 1.430, H9 1.106, O14 1.364
5 C -1.19 1.42 -0.93  C6 1.505, H10 1.113, H11 1.111, O14 1.455
6 C -1.63 0.54 0.21  C5 1.505, C7 1.335, H12 1.106
7 C -0.80 -0.35 0.77  C3 1.404, C6 1.335, H13 1.163
8 H 3.37 -2.32 1.75  C1 1.058
9 H 1.58 -0.23 -1.71  C4 1.106
10 H -1.98 1.68 -1.66  C5 1.113
11 H -0.72 2.32 -0.49  C5 1.111
12 H -2.58 0.68 0.76  C6 1.106
13 H -1.16 -0.86 1.75  C7 1.163
14 O -0.19 0.77 -1.77  C4 1.364, C5 1.455